Here is C31H45BrF8N2O7S as an isolated structure at a distorted geometry from the OMol25 dataset. Energies are from wB97M-V/def2-TZVPD.

The geometry in XYZ format:
```
95
Properties=species:S:1:pos:R:3:forces:R:3:lowdin_charge:R:1
O -6.067876 0.573001 4.574480 0.03 0.12 -0.29 -0.193
S -5.752074 -0.805889 4.638266 -0.47 -0.38 0.54 0.628
O -5.420373 -1.394719 5.875513 0.15 -0.27 -0.12 -0.180
O -6.915539 -1.668800 3.932915 0.13 0.23 0.18 -0.122
C -6.713190 -1.415077 2.549721 0.17 0.37 -0.39 -0.267
C -7.762860 -2.089715 1.640798 -0.61 0.16 0.73 -0.452
F -8.420271 -3.015905 2.383576 -0.01 -0.32 0.05 0.129
F -7.162656 -2.734091 0.629629 0.28 -0.13 -0.51 0.090
C -8.774171 -1.092089 1.118686 -0.06 0.05 -0.02 -0.107
C -8.950687 -0.893361 -0.243666 -0.25 0.27 0.40 0.007
C -9.879767 0.052477 -0.664643 -0.02 0.05 0.18 -0.039
C -10.622908 0.779128 0.257268 0.10 -0.11 0.02 0.004
C -10.454050 0.557776 1.619278 0.35 -0.54 -0.25 -0.095
C -11.229008 1.335813 2.636102 0.56 0.32 -0.16 -0.614
F -11.430882 0.639691 3.748272 -0.12 -0.33 0.49 0.162
F -12.411114 1.731160 2.179259 -0.56 0.14 -0.25 0.159
F -10.551120 2.448321 2.986696 0.03 0.14 0.06 0.146
C -9.525387 -0.378290 2.051988 0.13 -0.01 -0.33 0.066
C -5.220167 -1.660009 2.318399 -0.13 -0.31 -0.35 -0.740
Br -4.732403 -3.543291 2.220857 -0.01 -0.13 0.22 0.899
C -4.727204 -0.940923 1.050978 0.10 0.30 0.42 -0.087
C -3.610131 0.068563 1.286362 0.54 -0.04 -0.80 -0.234
O -2.720612 -0.029810 0.174607 -0.13 0.08 0.39 0.011
C -4.135294 1.508264 1.361131 0.25 -0.23 0.06 -0.598
F -4.251473 2.056499 0.157611 -0.12 0.13 -0.39 0.172
F -5.334683 1.577404 1.943400 -0.39 -0.04 0.31 0.154
F -3.297331 2.268896 2.072683 0.27 0.25 0.17 0.157
O -4.648970 -1.167612 3.529478 0.24 0.36 -0.08 -0.208
H -6.819773 -0.340774 2.392314 -0.08 0.15 0.00 0.142
H -8.379208 -1.468713 -0.950670 0.09 -0.05 -0.15 0.120
H -10.024675 0.228661 -1.717789 -0.03 0.01 -0.14 0.109
H -11.337046 1.516245 -0.074287 -0.08 0.05 -0.08 0.123
H -9.371754 -0.557030 3.105692 -0.06 0.00 0.15 0.142
H -5.569804 -0.427116 0.593331 -0.13 -0.03 -0.12 0.135
H -4.350314 -1.653867 0.335648 0.05 -0.21 -0.10 0.110
H -3.032025 -0.120696 2.184331 -0.30 -0.08 0.36 0.161
H -1.859460 0.262460 0.487747 0.15 0.01 -0.23 0.104
C 1.234940 1.012069 -4.948059 0.14 -0.06 0.01 -0.030
C 0.487541 0.401436 -3.735703 0.10 0.75 -1.12 -0.484
C 0.561935 1.351021 -2.536676 0.11 -0.05 0.51 -0.132
C 1.917689 1.366504 -1.829534 0.00 -0.06 -0.12 -0.170
C 2.373998 -0.051880 -1.492259 -0.29 0.32 0.18 -0.128
C 2.379332 -0.974704 -2.709933 1.24 -0.11 -0.44 -0.492
N 1.055566 -0.936880 -3.394965 -0.80 0.16 1.60 -0.093
O 0.191052 -1.660653 -2.762293 0.14 -0.20 -0.49 -0.017
C 3.515548 -0.569273 -3.667530 -0.06 0.14 -0.11 -0.029
C 2.693209 -2.399480 -2.272900 -0.24 -0.30 0.15 -0.035
C -0.971380 0.249048 -4.153507 -0.19 -0.28 0.13 -0.045
H 1.660537 0.233787 -5.581331 0.00 -0.01 0.03 0.086
H 0.551175 1.585560 -5.572300 -0.11 0.02 0.11 0.080
H 2.034064 1.693457 -4.656801 0.02 -0.07 0.01 0.069
H -0.203708 1.059430 -1.809267 -0.01 -0.10 -0.06 0.115
H 0.303685 2.359801 -2.865431 -0.05 -0.02 -0.11 0.126
H 2.664698 1.872890 -2.447582 0.01 -0.03 -0.02 0.102
H 1.840449 1.951841 -0.911059 0.00 0.02 -0.01 0.112
H 3.372316 -0.031535 -1.048494 0.04 -0.08 -0.04 0.113
H 1.706872 -0.466092 -0.729329 -0.04 -0.08 -0.08 0.126
H 3.483212 -1.165381 -4.580647 -0.03 -0.01 0.01 0.093
H 4.477969 -0.749921 -3.187238 -0.04 -0.08 0.10 0.077
H 3.504731 0.480808 -3.947899 -0.04 -0.04 0.00 0.058
H 2.011767 -2.762614 -1.506017 -0.08 0.07 -0.08 0.083
H 3.699170 -2.433361 -1.855507 0.05 0.09 -0.03 0.071
H 2.655719 -3.092127 -3.115241 -0.04 0.05 -0.03 0.094
H -1.069178 -0.455112 -4.981525 0.01 -0.01 0.02 0.094
H -1.349901 1.215982 -4.483156 0.09 0.07 -0.02 0.086
H -1.602392 -0.089411 -3.333751 0.09 -0.10 -0.02 0.076
C 8.888912 -1.003184 0.080559 0.04 0.05 0.13 -0.028
C 7.391582 -0.609742 0.017983 1.12 -0.63 -0.43 -0.482
C 7.205427 0.617895 -0.879047 -0.27 0.41 0.05 -0.133
C 7.636821 1.934722 -0.234192 0.04 -0.09 0.06 -0.170
C 6.996188 2.102674 1.142852 -0.14 0.06 -0.45 -0.133
C 7.255356 0.912383 2.065276 0.95 0.29 0.84 -0.498
N 6.859688 -0.356599 1.389424 -1.39 0.87 -0.77 -0.092
O 5.576558 -0.514249 1.424628 0.28 -0.34 0.30 -0.021
C 8.736954 0.882899 2.483679 0.10 -0.09 -0.14 -0.034
C 6.458621 1.072422 3.355141 -0.35 -0.10 0.02 -0.043
C 6.652722 -1.788866 -0.601398 -0.36 -0.12 0.03 -0.045
H 9.136555 -1.461134 1.037954 -0.03 0.02 0.00 0.086
H 9.126346 -1.736686 -0.688734 -0.12 0.03 -0.09 0.081
H 9.558083 -0.158332 -0.079818 -0.03 0.01 0.06 0.070
H 6.147628 0.699392 -1.154057 -0.02 -0.07 0.09 0.114
H 7.753871 0.459462 -1.810056 0.03 -0.09 0.00 0.126
H 8.726525 1.984818 -0.158437 0.00 -0.02 0.03 0.103
H 7.341186 2.765590 -0.877534 0.02 0.00 -0.01 0.113
H 7.363389 3.013526 1.619693 0.04 -0.04 0.09 0.124
H 5.916501 2.232973 1.015608 -0.02 -0.12 0.05 0.125
H 8.954625 -0.008918 3.072848 -0.03 -0.01 -0.01 0.092
H 8.957939 1.751580 3.103481 -0.12 0.03 0.03 0.088
H 9.432934 0.916064 1.649695 -0.05 -0.03 0.01 0.057
H 5.394373 1.204097 3.169527 0.03 -0.09 -0.06 0.080
H 6.811807 1.952298 3.891905 0.11 0.03 -0.04 0.087
H 6.587842 0.204977 4.003882 0.00 -0.02 -0.03 0.093
H 6.723803 -2.676791 0.028985 -0.02 0.03 0.03 0.098
H 7.093413 -2.028014 -1.569002 0.14 0.08 0.00 0.089
H 5.599996 -1.567043 -0.770870 0.02 -0.01 0.15 0.053
```
Positions in Å, forces in eV/Å.

Output
Frontier orbital gap (alpha / beta) ... 8.718 / 9.606 eV
LUMO (alpha / beta) ... 0.3 / 0.2 eV
HOMO energy (alpha / beta) ... -8.39 / -9.38 eV
Multiplicity ... 3
Expectation value of S² ... 2.008